The following is a quantum chemistry calculation of a 2-piece molecular cluster, C9H21NSi overall, from OMol25.

Last column: Löwdin charge in e.
CARTESIAN COORDINATES (ANGSTROEM)
C  -0.18702  -3.14921  -0.49874  -0.087
C  1.01369  -2.29152  -0.27018  -0.274
N  0.83440  -1.03883  -0.15886  -0.025
Si  1.90644  0.30851  -0.02478  0.490
C  3.65683  -0.16025  0.56152  -0.166
C  1.16717  1.68367  1.31374  -0.150
C  1.98108  0.97129  -1.72846  -0.197
H  -0.02327  -3.97391  0.19922  0.080
H  -1.07128  -2.62848  -0.63384  0.036
H  -0.17997  -3.56252  -1.55028  0.098
H  1.85187  -2.96742  -0.11324  0.104
H  3.92374  -1.17672  0.60175  -0.003
H  4.42610  0.25085  -0.14635  0.045
H  3.92342  0.43188  1.39672  -0.003
H  1.94255  1.91635  1.92697  -0.058
H  0.62258  2.66259  1.02610  0.058
H  0.49018  1.02021  1.92159  0.008
H  2.58270  1.84108  -1.84213  0.015
H  2.26515  0.30481  -2.52939  0.023
H  0.91937  1.11742  -2.14100  0.053
C  -4.15778  1.18953  0.15818  0.029
C  -2.88592  0.77114  0.23465  -0.417
C  -2.32143  -0.03398  1.35532  -0.074
C  -1.91775  1.21201  -0.79323  -0.085
H  -4.87712  0.81880  0.80287  0.024
H  -4.56289  1.48164  -0.82914  0.072
H  -1.60071  -0.80144  1.00663  0.058
H  -3.06850  -0.60801  1.90380  0.073
H  -1.71579  0.56672  2.09141  0.086
H  -1.04214  1.51190  -0.32620  0.016
H  -1.58388  0.37151  -1.45352  0.095
H  -2.31180  1.96038  -1.46113  0.077

The highest occupied orbital energy comes out at -8.869 eV. As for the energy relative to the best compared isomer or geometry (same formula, charge and spin): 185.98 kJ/mol. The calculated total energy comes out at -699.7049 hartree. The value obtained for the LUMO energy is 0.03001 Ha.



The following is a quantum chemistry calculation of a 2-piece molecular cluster, C9H21P overall, from OMol25.

Last column: Löwdin charge in e.
CARTESIAN COORDINATES (ANGSTROEM)
C  -0.79140  1.41341  -2.89350  -0.004
C  -1.98958  1.00602  -2.52589  -0.200
C  -2.43494  -0.35791  -2.05166  -0.217
C  -2.21930  -0.44440  -0.55407  -0.278
C  -3.01816  0.58188  0.31321  -0.088
H  -0.00670  0.80208  -2.56153  0.006
H  -0.46716  2.43644  -2.95725  0.057
H  -2.88102  1.61538  -2.72651  0.101
H  -1.78392  -1.13539  -2.47432  0.117
H  -3.46277  -0.42188  -2.39401  0.105
H  -2.50301  -1.50949  -0.23482  0.127
H  -1.21791  -0.39689  -0.21120  0.007
H  -2.43149  1.41333  0.34061  0.023
H  -3.23601  0.44600  1.37675  0.072
H  -3.94794  0.75180  -0.29300  0.089
C  4.17022  -0.83936  0.96344  -0.185
C  2.90957  -0.98420  0.19002  -0.512
P  1.76121  0.52636  0.07330  0.900
C  1.15165  0.69488  1.87922  -0.493
C  0.24925  -0.36894  2.35931  -0.195
H  4.70178  -1.76120  0.91559  0.070
H  4.69663  -0.00808  0.55686  0.062
H  4.11232  -0.58707  1.93021  0.020
H  2.41082  -1.93926  0.57602  0.083
H  3.02760  -1.38291  -0.86277  0.077
H  0.64840  -0.14745  -0.56483  -0.077
H  1.97755  0.91066  2.57080  0.062
H  0.65228  1.72486  1.96523  0.083
H  -0.32351  -0.07531  3.14952  0.024
H  -0.50009  -0.58452  1.51928  0.059
H  0.74564  -1.37884  2.62598  0.105

The highest occupied orbital energy comes out at -8.710 eV. As for the energy relative to the best compared isomer or geometry (same formula, charge and spin): 78.32 kJ/mol. The calculated total energy comes out at -696.7441 hartree. The value obtained for the LUMO energy is 0.03646 Ha.



The following is a quantum chemistry calculation of C9H22BaF3N2O13S3 as an isolated structure, from OMol25.

Last column: Löwdin charge in e.
CARTESIAN COORDINATES (ANGSTROEM)
Ba  0.47650  -0.30984  -1.62783  1.967
S  2.52757  0.97204  -3.78559  0.165
O  1.65772  1.71934  -2.79461  -0.567
O  3.89651  1.52074  -3.79933  -0.446
O  2.45377  -0.49381  -3.45051  -0.598
O  1.90760  1.15353  -5.09499  -0.397
S  -1.62768  0.92233  -4.06962  0.133
O  -1.45354  1.60228  -2.76357  -0.508
O  -3.04962  0.71932  -4.37324  -0.473
O  -0.96707  1.77598  -5.08910  -0.410
O  -1.02130  -0.39753  -3.85024  -0.597
C  1.08858  3.26425  2.24083  -0.654
F  0.76520  2.53042  3.32258  0.084
F  0.87290  4.55341  2.51441  0.102
F  2.39172  3.09982  2.01823  0.117
S  0.10465  2.77268  0.66940  0.491
O  0.52115  1.40252  0.37234  -0.515
O  -1.31149  2.87618  1.02318  -0.343
O  0.59106  3.76711  -0.25261  -0.273
C  -1.82312  -0.68235  1.84275  -0.057
C  -2.62001  -0.69298  0.53576  -0.416
C  -4.11345  -0.43480  0.72871  -0.185
O  -4.62586  -1.53069  1.49971  -0.195
C  -5.97354  -1.79263  1.18589  -0.144
N  -1.96007  0.24464  -0.39718  -0.078
H  -1.80835  0.31600  2.28103  0.081
H  -0.79693  -1.01043  1.66250  0.056
H  -2.19987  -1.41652  2.56391  0.066
H  -2.48917  -1.68014  0.08152  0.135
H  -4.51718  -0.35953  -0.28818  0.129
H  -4.32171  0.53450  1.19119  0.132
H  -6.39285  -2.47170  1.93465  0.072
H  -6.07104  -2.29009  0.21502  0.085
H  -6.56102  -0.86877  1.21510  0.081
H  -2.02097  1.19211  -0.01875  0.047
H  -2.56369  0.30224  -1.22560  0.071
C  4.05989  -0.21940  -0.57658  -0.044
C  3.62424  -1.59282  -0.02204  -0.421
C  3.24413  -1.60265  1.44779  -0.233
O  2.11594  -0.79752  1.67617  -0.184
C  1.70946  -0.87231  3.02242  -0.120
N  2.49112  -2.08965  -0.79276  -0.090
H  4.39750  -0.44399  -1.59522  0.073
H  4.95012  0.16394  -0.07643  0.077
H  3.28246  0.52573  -0.75028  0.066
H  4.50913  -2.21301  -0.22421  0.124
H  4.09225  -1.37937  2.10849  0.118
H  2.98657  -2.65005  1.70040  0.114
H  1.24816  -1.83033  3.28830  0.085
H  1.00792  -0.06129  3.22037  0.077
H  2.58492  -0.66375  3.65531  0.084
H  2.67216  -2.12517  -1.79356  0.048
H  2.05864  -2.95797  -0.50589  0.068

Its net charge is -3. The highest occupied orbital energy comes out at 2.110 eV. As for the energy relative to the best compared isomer or geometry (same formula, charge and spin): 0.00 kJ/mol. The calculated total energy comes out at -2963.4728 hartree. The value obtained for the LUMO energy is 0.19746 Ha.